The following is a DFT calculation (wB97M-V/def2-TZVPD) of C18H18N8O6 in the gas phase.

Geometry as XYZ:
```
50
C18H18N8O6 wB97M-V/def2-TZVPD
C -4.826 -0.947 2.088
C -3.698 0.032 2.354
O -3.847 1.195 2.679
N -2.430 -0.557 2.226
C -2.401 -2.015 2.183
C -1.238 -2.588 2.941
N -0.028 -1.911 2.578
C 1.138 -2.612 3.024
C 2.365 -2.090 2.328
N 2.444 -0.634 2.363
C 3.719 -0.066 2.277
C 4.805 -1.073 2.054
O 3.936 1.149 2.413
C 1.256 0.123 2.357
C 1.260 1.514 2.292
N 0.095 2.224 2.156
C -1.090 1.547 2.081
C -1.207 0.182 2.250
C 0.008 -0.557 2.397
H -4.642 -1.545 1.187
H -4.974 -1.622 2.944
H -5.742 -0.372 1.962
H -3.288 -2.411 2.685
H -2.388 -2.370 1.132
H -1.404 -2.554 4.034
H -1.111 -3.639 2.651
H 1.232 -2.562 4.125
H 0.993 -3.663 2.742
H 3.214 -2.506 2.877
H 2.381 -2.450 1.278
H 4.591 -1.703 1.183
H 5.725 -0.514 1.893
H 4.930 -1.700 2.946
H 2.138 2.125 2.391
H -1.958 2.193 1.934
O -1.209 3.276 -0.240
N -0.285 4.105 -0.306
C 0.648 4.223 0.757
C 0.148 3.639 2.075
C 0.962 4.344 3.098
N 0.481 4.472 4.380
O -0.202 3.779 5.109
O 0.933 5.770 4.901
N 1.688 6.439 3.972
C 1.582 5.637 2.844
N 1.805 6.136 1.660
C 1.373 5.413 0.637
O -0.179 4.928 -1.258
H -0.888 4.031 2.180
H 1.490 5.925 -0.320
```

The value obtained for the largest force on an atom is 4.46 eV Å⁻¹. The calculation puts the HOMO energy at -7.2 eV. As for the energy above the lowest of the compared OMol25 structures with the same formula, charge and spin: 119.9 kJ/mol.

Atomic partial charges in e from the natural (NBO) method, atoms 1 to 4: atom 1 (C): -0.7218, atom 2 (C): 0.7037, atom 3 (O): -0.5658, atom 4 (N): -0.4433

The following is a DFT calculation (wB97M-V/def2-TZVPD) of C5H8O in the gas phase.

Geometry as XYZ:
```
14
C5H8O wB97M-V/def2-TZVPD
C -0.047 1.695 0.223
C 0.715 0.482 -0.214
C 0.901 -0.697 0.622
C 0.006 -0.756 -0.722
C -1.297 -1.299 -0.299
O -1.563 -1.510 0.867
H -0.966 1.417 0.750
H 0.570 2.309 0.883
H -0.318 2.282 -0.658
H 1.584 0.659 -0.838
H 0.374 -0.654 1.587
H 1.784 -1.315 0.652
H 0.269 -0.979 -1.777
H -2.013 -1.635 -1.077
```

As for the SMILES: C[C@H]1C[C@H]1C=O. The value obtained for the largest force on an atom is 1.28 eV Å⁻¹. The calculation puts the HOMO energy at -9.6 eV. As for the energy above the lowest of the compared OMol25 structures with the same formula, charge and spin: 186.3 kJ/mol.

Atomic partial charges in e from the natural (NBO) method, atoms 1 to 4: atom 1 (C): -0.6102, atom 2 (C): -0.1914, atom 3 (C): -0.3561, atom 4 (C): -0.3918

no.,lowest unoccupied orbital energy (eV)
1,-0.73
2,0.93